1.
The following is a quantum chemistry calculation of 2 unconnected molecules or ions with the total composition C5H9FNO at a distorted geometry, from OMol25.

```
17
Properties=species:S:1:pos:R:3:forces:R:3
F -2.368 -0.568 1.087 0.169 0.201 0.031
O 0.400 -1.429 2.753 -0.800 0.055 -0.839
N -0.093 0.405 -0.746 1.309 -1.198 -0.324
C 1.045 0.496 -1.732 1.008 0.934 -1.094
C 0.143 -0.986 -0.415 -1.886 -2.167 -0.398
C -0.502 -1.495 2.035 1.083 -0.177 1.478
C -1.524 -1.631 1.181 0.087 2.053 -0.550
C 0.152 1.504 0.199 -0.221 -0.499 2.043
H 1.918 0.615 -1.070 0.090 -0.754 -0.775
H -0.909 0.299 -1.348 -0.713 1.283 0.595
H 0.995 1.480 -2.268 -0.409 -0.923 0.368
H 0.636 2.271 -0.307 -0.224 1.966 -0.991
H -0.709 1.714 0.796 -0.843 0.643 -0.230
H -2.013 -2.538 1.005 -0.034 -1.437 -0.537
H 1.022 -0.345 -2.469 0.286 0.681 0.935
H 0.893 -1.111 0.316 1.283 0.543 0.917
H 0.913 1.320 0.983 -0.185 -1.205 -0.628
```
Forces are in eV/Å.

relative energy (zero: lowest compared OMol25 entry of this formula, charge and spin) = 5.268 eV
spin multiplicity = 1
energy = -425.27716 a.u.
orbital gap (spin up / spin down) = 8.406 / 8.404 eV
HOMO level (spin up / spin down) = -13.2574 / -13.2562 eV
LUMO level (spin up / spin down) = -4.85 / -4.85 eV
net charge = +1

=====

2.
The following is a quantum chemistry calculation of 3 unconnected molecules or ions with the total composition C5H9FO at a distorted geometry, from OMol25.

```
16
Properties=species:S:1:pos:R:3:forces:R:3
F 0.009 -2.089 -0.541 0.423 0.249 -1.261
O -0.087 -0.113 0.664 0.669 4.098 0.981
C 0.160 1.195 1.376 -2.886 1.521 -0.521
C 0.428 -1.326 -2.857 1.391 -0.759 3.560
C 0.063 -0.925 -1.336 0.851 -9.730 -6.426
C -0.131 0.082 -0.679 0.396 8.258 1.471
C -0.411 0.832 2.745 -2.397 -1.071 0.727
H -1.053 1.988 3.441 2.531 -3.992 -1.959
H 0.577 -0.382 -3.414 0.562 -0.790 0.140
H -0.336 -1.932 -3.351 0.021 0.138 0.352
H -0.078 1.098 -1.306 -0.334 -1.894 2.253
H 1.308 1.630 1.399 -3.015 -1.337 -0.472
H 1.399 -2.091 -2.602 -2.424 2.510 -1.371
H 0.444 0.122 3.215 -2.501 1.902 -0.021
H -0.753 2.031 0.940 3.349 -2.185 0.718
H -1.540 -0.119 2.304 3.364 3.082 1.828
```
Forces are in eV/Å.

relative energy (zero: lowest compared OMol25 entry of this formula, charge and spin) = 7.530 eV
spin multiplicity = 1
energy = -370.73684 a.u.
orbital gap = 9.695 eV
HOMO level = -8.9380 eV
LUMO level = 0.76 eV

=====

3.
The following is a quantum chemistry calculation of a molecular structure, C5H9HfN3O4 at a distorted geometry, from OMol25.

```
22
Properties=species:S:1:pos:R:3:forces:R:3
Hf 2.947 2.558 -2.006 1.647 0.194 0.151
O -2.351 -0.242 -2.105 -0.090 -0.938 -1.476
O -0.370 -3.297 1.884 -0.467 -0.561 0.566
O -1.129 -2.170 0.119 -1.652 3.701 -3.463
O -2.128 0.532 -0.015 1.135 -0.628 -0.303
N -0.152 -3.149 0.831 2.698 -2.590 1.442
N -1.266 1.708 1.658 -0.452 -1.779 -0.842
N 2.101 0.687 -1.120 0.787 1.409 -0.270
C -1.820 -0.278 -1.100 -2.215 1.578 1.183
C 1.631 0.014 0.170 -0.617 0.248 0.225
C -0.847 1.119 0.407 -1.051 -0.487 0.187
C 0.075 -0.143 0.447 1.538 2.196 -1.260
C -0.545 -1.169 -0.611 0.204 -1.954 3.313
H 0.063 -0.447 1.497 -0.325 -0.869 -0.288
H 2.103 0.552 0.993 -0.108 -0.047 0.116
H 0.054 -1.467 -1.473 -0.187 -0.186 -0.219
H 2.353 0.017 -1.864 -0.418 -0.099 -0.066
H 1.426 1.421 -1.444 -1.972 -1.421 0.096
H -1.235 0.994 2.397 0.317 0.549 0.416
H -2.274 1.926 1.571 0.331 1.105 0.219
H -0.672 1.834 -0.400 0.520 0.441 0.414
H 2.036 -0.999 0.165 0.376 0.136 -0.140
```
Forces are in eV/Å.

relative energy (zero: lowest compared OMol25 entry of this formula, charge and spin) = 1.504 eV
spin multiplicity = 1
energy = -706.80943 a.u.
orbital gap = 3.848 eV
HOMO level = -24.5800 eV
LUMO level = -20.73 eV
net charge = +4

=====

4.
The following is a quantum chemistry calculation of a gas-phase ion, C5H9IN3 (charge +1) at a distorted geometry, from OMol25.

```
18
Properties=species:S:1:pos:R:3:forces:R:3
I -0.170 -2.574 0.964 0.089 0.424 -0.469
N -0.442 1.980 2.120 -0.041 0.060 -0.064
N 1.394 -0.305 0.118 0.905 0.359 0.274
N -1.195 0.763 0.310 -0.245 0.462 0.436
C 1.151 0.732 0.794 0.124 0.071 -0.031
C -0.221 1.216 1.067 -0.375 -0.358 0.073
C -0.953 -0.071 -0.839 2.344 -2.041 -0.020
C 0.391 -1.035 -0.530 -3.109 0.717 -0.425
C 0.862 -1.703 -1.800 0.035 -0.071 0.097
H -1.378 2.243 2.400 0.104 0.022 -0.029
H 0.075 -2.326 -2.218 -0.039 -0.027 -0.005
H -1.811 -0.710 -1.033 0.027 0.102 0.067
H 1.975 1.237 1.279 0.050 0.175 0.098
H 0.314 2.286 2.713 0.016 -0.070 -0.096
H -2.154 1.024 0.511 0.140 -0.005 0.033
H -0.715 0.523 -1.724 -0.042 0.076 0.033
H 1.730 -2.323 -1.590 0.016 -0.025 0.012
H 1.149 -0.958 -2.542 0.000 0.127 0.017
```
Forces are in eV/Å.

relative energy (zero: lowest compared OMol25 entry of this formula, charge and spin) = 0.000 eV
spin multiplicity = 1
energy = -657.63849 a.u.
orbital gap = 8.176 eV
HOMO level = -13.1464 eV
LUMO level = -4.97 eV
net charge = +1